C35H39Br12F40O9P | ωB97M-V/def2-TZVPD

Geometry (Å):
C: 8.28926 0.43262 -1.28233
C: 7.85777 1.73140 -1.92266
O: 7.47276 2.48988 -0.78655
P: 7.96819 4.02396 -0.56120
O: 9.27274 4.25582 -1.18074
O: 7.91196 4.34696 1.04248
C: 8.75539 3.63825 1.95628
C: 8.14464 3.63354 3.37089
O: 6.74734 4.88187 -1.27599
C: 5.39146 4.67588 -0.95700
C: 4.51322 5.56256 -1.85624
H: 8.86916 -0.21381 -1.94107
H: 8.87912 0.52403 -0.37028
H: 7.34904 -0.11198 -1.19580
H: 8.71099 2.13761 -2.46591
H: 7.06862 1.57239 -2.65753
H: 8.96116 2.60674 1.67031
H: 9.70654 4.16411 2.03923
H: 7.31994 2.92522 3.45005
H: 8.84156 3.27268 4.12731
H: 7.69938 4.56596 3.71794
H: 5.06978 3.63857 -1.04979
H: 5.19912 4.87491 0.09727
H: 3.49428 5.56266 -1.46915
H: 4.88328 6.58759 -1.87798
H: 4.50795 5.13928 -2.86068
C: -3.47380 -3.38292 4.27706
C: -3.77151 -3.57820 2.82384
C: -3.41223 -4.91340 2.23005
F: -2.17663 -5.33303 2.38639
F: -4.20436 -5.89256 2.68743
F: -5.09267 -3.37513 2.65536
F: -3.11425 -2.61754 2.16560
O: -3.79201 -2.10991 4.78909
C: -5.14219 -1.79715 5.19029
C: -5.05857 -0.66902 6.18641
F: -4.28123 0.29666 5.74098
F: -6.28881 -0.14694 6.48280
F: -5.77711 -1.36378 4.11780
F: -5.80305 -2.83076 5.74149
H: -2.40396 -3.57175 4.36593
H: -3.98416 -4.14713 4.86323
H: -3.56625 -4.94727 1.15152
H: -4.62308 -1.03392 7.11662
C: 2.70656 5.71911 9.55882
C: 2.69888 6.45363 8.24244
C: 1.34972 6.36113 7.50996
F: 0.41504 7.22766 7.91717
F: 1.33368 6.55698 6.20297
F: 3.16611 7.70563 8.44574
F: 3.59210 5.87733 7.40891
O: 1.96036 4.47449 9.64586
C: 2.65468 3.21779 9.60325
C: 1.70819 2.03993 9.73585
F: 0.66650 2.19371 8.83364
F: 2.32330 0.83788 9.54160
F: 3.16812 3.21281 8.38120
F: 3.57604 3.24801 10.59994
H: 2.38558 6.33587 10.39828
H: 3.71593 5.56254 9.93931
H: 0.86751 5.40911 7.73186
H: 1.14105 1.95862 10.66314
C: 1.76782 -1.27913 -0.38111
C: 1.66152 -1.53099 -1.91733
C: 0.15817 -1.59592 -2.37160
F: -0.08026 -1.72709 -3.64293
F: -0.43904 -2.60406 -1.71335
F: 2.37569 -0.52834 -2.51584
F: 2.39128 -2.65223 -2.10890
O: 0.98962 -0.18575 -0.03622
C: 1.20731 0.39499 1.30929
C: 0.05122 1.30160 1.68907
F: 0.19134 1.66668 2.94883
F: -0.01699 2.35356 0.89394
F: 1.23765 -0.61805 2.19457
F: 2.42999 0.98276 1.32364
H: 2.79961 -1.07851 -0.09257
H: 1.45268 -2.17900 0.14712
H: -0.44114 -0.73263 -2.08238
H: -0.92768 0.82218 1.68429
C: -9.55644 6.17738 -0.22157
C: -10.57726 6.93152 -1.07303
C: -11.53044 6.06144 -1.90544
F: -12.12859 5.20677 -1.11512
F: -12.52716 6.71258 -2.55758
F: -11.29281 7.83914 -0.38637
F: -9.79623 7.72009 -1.78948
O: -8.66041 5.33186 -0.95687
C: -8.01592 4.36513 -0.22844
C: -6.96116 3.60757 -1.06241
F: -6.18926 4.44501 -1.73285
F: -6.27467 2.77263 -0.30613
F: -7.41864 4.92453 0.78805
F: -8.96468 3.48138 0.18877
H: -10.05259 5.54899 0.51805
H: -8.96301 6.93395 0.29180
H: -10.98989 5.49339 -2.66257
H: -7.50230 3.06253 -1.83585
C: -5.36675 -7.80627 -8.35930
C: -5.88018 -9.23365 -8.72736
C: -5.97101 -9.38155 -10.26777
F: -6.31572 -10.61829 -10.59976
F: -6.82283 -8.60664 -10.95244
F: -5.03313 -10.09917 -8.25020
F: -7.15032 -9.39054 -8.27303
O: -4.14822 -7.43023 -9.00545
C: -4.08417 -6.04259 -9.32426
C: -2.69881 -5.79156 -9.85407
F: -2.16924 -6.68350 -10.68227
F: -2.57986 -4.54132 -10.37280
F: -5.01058 -5.74391 -10.18996
F: -4.30563 -5.29394 -8.22145
H: -5.17934 -7.78486 -7.28574
H: -6.21140 -7.14138 -8.53983
H: -4.99396 -9.26281 -10.73613
H: -1.96414 -5.83356 -9.04995
C: 6.67882 -1.61176 5.69258
Br: 5.65983 -3.27756 6.20102
Br: 7.79416 -2.01416 4.14412
Br: 7.84323 -0.97831 7.19049
H: 5.97193 -0.85161 5.36005
C: 2.72743 -8.73648 -5.64115
Br: 0.87770 -8.71922 -4.93171
Br: 2.76072 -8.16050 -7.53447
Br: 3.50478 -10.52200 -5.50351
H: 3.30287 -8.00833 -5.06952
C: 0.38847 3.78104 -7.41928
Br: 0.12015 5.62472 -8.11896
Br: -0.13685 3.52748 -5.53972
Br: 2.28994 3.29075 -7.53678
H: -0.16157 3.04242 -8.00236
C: 6.84812 -7.50517 -1.01826
Br: 7.08549 -6.43711 -2.65038
Br: 5.58004 -6.71990 0.30228
Br: 8.61344 -7.94524 -0.21481
H: 6.38121 -8.41644 -1.39200

Spin multiplicity   1
Charge   0
HOMO energy   -10.36 eV
E_LUMO   -0.62 eV

C35H39N2O3 | ωB97M-V/def2-TZVPD

Geometry (Å):
C: 3.66986 -0.17848 6.99432
C: 3.74713 -0.20947 5.64190
C: 3.45175 0.97128 4.73267
C: 3.23348 0.45060 3.27473
N: 1.94740 0.95990 2.70409
C: 2.05406 2.49507 2.72558
C: 2.19190 3.03057 4.12683
C: 2.21501 1.85519 5.14533
C: 0.91988 1.02204 4.95885
C: 0.86287 0.49257 3.51715
C: -0.46899 0.82805 2.76283
O: -1.47687 0.05981 3.43192
C: -0.53775 0.58416 1.26035
C: 0.15480 -0.42202 0.65052
C: -0.08535 -0.72900 -0.68863
N: -0.92268 -0.08645 -1.48979
C: -0.85663 -0.62026 -2.93786
C: -2.05797 -1.49712 -3.36169
C: -3.32067 -0.91276 -3.13630
C: -4.46936 -1.55874 -3.59739
C: -4.41920 -2.84395 -4.16786
C: -5.67675 -3.55106 -4.67753
C: -3.17155 -3.37698 -4.47010
C: -2.00696 -2.69027 -4.11355
C: 0.48730 -1.27004 -3.31670
C: 1.43274 -0.38232 -3.83534
C: 2.65062 -0.84721 -4.31294
C: 2.99317 -2.20773 -4.16245
O: 4.20626 -2.60896 -4.64801
C: 4.50789 -4.02244 -4.50435
C: 2.01584 -3.11170 -3.69855
C: 0.80052 -2.62448 -3.19869
C: -1.50375 1.08197 -0.93104
C: -2.21535 1.97661 -1.76565
C: -2.92940 3.06324 -1.29171
C: -2.88600 3.36279 0.07682
O: -3.49490 4.49063 0.49391
C: -3.21425 4.97291 1.85321
C: -2.18874 2.50568 0.94981
C: -1.42154 1.39459 0.47100
H: 3.89408 -1.10747 7.57900
H: 3.42673 0.73999 7.58342
H: 4.09158 -1.13710 5.13342
H: 4.34990 1.61780 4.69596
H: 3.22022 -0.65377 3.22223
H: 4.04451 0.82115 2.63089
H: 1.20551 2.91220 2.18503
H: 2.95458 2.70340 2.14341
H: 1.36068 3.69049 4.36061
H: 3.11263 3.61637 4.20781
H: 2.36483 2.19525 6.17693
H: 0.03716 1.62374 5.23543
H: 0.96892 0.15518 5.62620
H: 0.90148 -0.60468 3.54889
H: -0.64530 1.90477 2.95821
H: -2.32316 0.12062 2.95708
H: 0.90151 -0.97947 1.20901
H: 0.44197 -1.56434 -1.15095
H: -0.90947 0.39843 -3.40023
H: -3.41714 0.01811 -2.53462
H: -5.44721 -1.08851 -3.50251
H: -5.49252 -4.62531 -4.77985
H: -6.48770 -3.39972 -3.96908
H: -6.00963 -3.19030 -5.66211
H: -3.09115 -4.33554 -4.98080
H: -1.04567 -3.17740 -4.34501
H: 1.24607 0.69799 -3.75428
H: 3.40035 -0.16991 -4.71358
H: 5.55656 -4.08531 -4.80914
H: 4.38126 -4.35561 -3.46109
H: 3.86889 -4.62760 -5.16409
H: 2.20125 -4.18670 -3.73027
H: 0.11554 -3.31809 -2.68779
H: -2.23575 1.83477 -2.84415
H: -3.48267 3.73684 -1.91822
H: -3.70468 5.94912 1.88207
H: -3.66044 4.27646 2.57621
H: -2.12705 5.04990 2.00379
H: -2.18446 2.69804 2.02650

SMILES   C=C[C@H]1CN2CC[C@H]1C[C@H]2[C@H](O)c1cc[n+]([C@H](c2ccc(C)cc2)c2ccc(OC)cc2)c2ccc(OC)cc12
Spin multiplicity   1
Charge   +1
HOMO energy   -10.91 eV
Energy relative to the best compared isomer or geometry (same formula, charge and spin)   24.9 kcal/mol
E_LUMO   -3.82 eV

C35H40AlBF5N7S4 | ωB97M-V/def2-TZVPD

Geometry (Å):
Al: -0.47653 0.70389 -0.36010
C: 3.40671 2.11934 4.67119
C: 2.14488 1.87085 3.84559
C: 2.13189 2.84598 2.66292
C: 0.95393 2.04908 4.79432
N: 2.18629 0.48369 3.29997
C: 3.30607 -0.32363 3.37759
C: 3.03983 -1.45371 2.70025
N: 1.76803 -1.35507 2.18794
B: 1.18512 -2.49647 1.33129
N: -0.34334 -2.63029 1.53546
C: -0.80994 -3.20395 2.69503
C: -2.15536 -3.18407 2.65948
N: -2.53113 -2.59659 1.46772
C: -1.39907 -2.25940 0.79328
S: -1.31612 -1.48009 -0.74359
C: -3.94914 -2.42278 1.03096
C: -4.25675 -0.93461 0.82984
C: -4.86445 -2.95980 2.12977
C: -4.19782 -3.23843 -0.24108
N: 1.60675 -2.40153 -0.15913
C: 1.77393 -3.57589 -0.85297
C: 2.25567 -3.27565 -2.06877
N: 2.39298 -1.90188 -2.14432
C: 1.97012 -1.37420 -0.96043
S: 1.91292 0.28522 -0.47334
C: 2.96897 -1.32591 -3.40268
C: 4.36498 -1.93094 -3.58679
C: 3.10293 0.18933 -3.40067
C: 2.05118 -1.75646 -4.55048
C: 1.24758 -0.16590 2.55374
S: -0.31751 0.38840 2.12129
H: 3.32987 3.11252 5.11118
H: 4.30804 2.10354 4.05730
H: 3.50127 1.39672 5.48300
H: 1.88900 3.85308 3.00309
H: 1.40409 2.55122 1.91003
H: 3.11341 2.86652 2.18582
H: 0.93422 3.07447 5.16429
H: 1.06438 1.37415 5.64579
H: 0.00748 1.83463 4.31278
H: 4.19798 -0.03719 3.89986
H: 3.64954 -2.32470 2.53717
H: 1.67566 -3.51188 1.74529
H: -0.14289 -3.57399 3.45336
H: -2.85641 -3.52803 3.39454
H: -3.87893 -0.35305 1.67339
H: -5.33587 -0.79216 0.76473
H: -3.80689 -0.55454 -0.08247
H: -4.74031 -2.40373 3.06045
H: -4.69315 -4.02199 2.31097
H: -5.89624 -2.84189 1.80489
H: -3.57569 -2.89555 -1.06221
H: -5.24212 -3.13869 -0.53838
H: -3.98862 -4.29423 -0.05632
H: 1.54370 -4.53118 -0.41596
H: 2.50222 -3.92996 -2.88335
H: 5.00821 -1.66814 -2.74573
H: 4.80697 -1.53271 -4.49968
H: 4.33236 -3.01653 -3.68041
H: 3.75015 0.53040 -2.59700
H: 2.14015 0.68082 -3.29481
H: 3.54325 0.49099 -4.35222
H: 2.10115 -2.83112 -4.73092
H: 2.34869 -1.24625 -5.46700
H: 1.02019 -1.48984 -4.32631
F: 0.21654 -0.58548 -8.21452
C: 0.03073 -0.21546 -6.94901
C: 0.66389 0.90799 -6.44654
F: 1.48085 1.61255 -7.23433
C: 0.45773 1.29333 -5.13563
F: 1.08142 2.38903 -4.70477
C: -0.37611 0.57716 -4.27245
S: -0.77151 1.19621 -2.69347
C: -0.98535 -0.55762 -4.80741
F: -1.76918 -1.31308 -4.03644
C: -0.79719 -0.95042 -6.11906
F: -1.40350 -2.04223 -6.58955
C: -1.80983 2.23707 -0.14852
C: -2.02335 3.37419 0.82362
C: -3.01274 4.31558 0.51137
C: -3.27089 5.39523 1.33109
C: -2.53760 5.56516 2.50755
C: -1.55502 4.63699 2.83795
C: -1.30576 3.56283 2.00015
C: -2.79377 6.67756 3.36757
N: -2.99903 7.56877 4.06557
H: -1.75931 2.71390 -1.12943
H: -2.76313 1.68745 -0.19263
H: -3.59097 4.18573 -0.39574
H: -4.03286 6.11916 1.07386
H: -0.99114 4.76552 3.75360
H: -0.55138 2.84266 2.26876

Spin multiplicity   1
Charge   0
HOMO energy   -7.54 eV
E_LUMO   0.23 eV

Question: Which of these has the highest E_LUMO?
Answer: C35H40AlBF5N7S4

Question: Which of these has the highest HOMO energy?
Answer: C35H40AlBF5N7S4